[1]
Molecular formula: C4H12NO2
Method: DFT, ωB97M-V/def2-TZVPD

Geometry (Å):
C (0.98, 0.42, -1.11)
O (1.06, 1.80, -1.47)
C (-0.42, -0.03, -0.64)
C (-0.70, 0.64, 0.69)
C (0.49, 0.46, 1.75)
O (-1.66, -0.37, 1.05)
N (-0.38, -1.69, -0.53)
H (1.69, -0.25, -1.68)
H (1.83, 0.45, -0.39)
H (0.83, 1.72, -2.45)
H (-1.29, 0.09, -1.34)
H (-1.03, 1.64, 0.44)
H (1.51, 0.40, 1.23)
H (0.37, -0.46, 2.28)
H (0.35, 1.36, 2.47)
H (-2.49, -0.01, 1.31)
H (-1.27, -2.24, -0.69)
H (-0.05, -1.95, 0.37)
H (0.16, -1.98, -1.29)

orbital gap (alpha / beta)	4.0842 / 10.9850	eV
LUMO level (alpha / beta)	0.646 / 0.562	eV
charge	0
multiplicity	2
electronic energy	-364.61539	Ha
molar mass	106.1	g/mol
energy relative to the best compared isomer or geometry (same formula, charge and spin)	379.2	kJ/mol

Mulliken population analysis, charges in e, atoms 1 to 8: atom 1 (C): -0.73, atom 2 (O): -0.54, atom 3 (C): -0.59, atom 4 (C): -0.08, atom 5 (C): -1.11, atom 6 (O): 0.06, atom 7 (N): -2.25, atom 8 (H): 0.46

=====

[2]
Molecular formula: C47H55F14N2O17S
Method: DFT, ωB97M-V/def2-TZVPD

Geometry (Å):
C (3.89, -0.61, -5.66)
C (3.23, -0.69, -4.64)
C (2.49, -0.90, -3.43)
C (1.21, -1.57, -3.43)
C (0.58, -2.07, -4.71)
C (0.34, -0.96, -5.79)
C (-0.67, 0.11, -5.33)
O (-0.43, 1.40, -5.86)
C (-1.16, 2.31, -5.05)
C (0.66, -1.68, -2.10)
C (-0.70, -2.42, -1.95)
C (-1.85, -1.45, -2.34)
C (-3.28, -2.04, -2.10)
F (-3.20, -3.34, -2.48)
F (-4.09, -1.33, -2.93)
C (-3.66, -1.88, -0.60)
F (-3.26, -0.71, -0.08)
F (-2.98, -2.82, 0.08)
S (-5.49, -2.09, -0.17)
F (-5.78, -2.97, -1.46)
F (-5.89, -0.72, -0.88)
F (-5.24, -1.31, 1.22)
F (-5.18, -3.45, 0.64)
F (-7.02, -2.27, 0.25)
N (1.13, -1.24, -0.97)
N (2.30, -0.64, -1.00)
C (2.82, -0.14, 0.30)
C (1.90, -0.65, 1.45)
C (2.40, -0.23, 2.84)
C (3.78, -0.91, 3.18)
C (1.42, -0.70, 3.96)
C (-0.04, -0.28, 3.71)
C (-0.24, 1.24, 3.46)
C (-1.48, 1.75, 3.60)
C (-2.73, 1.05, 3.08)
C (-1.71, 3.09, 4.32)
C (2.94, -0.50, -2.15)
C (4.33, 0.17, -2.09)
C (4.31, 1.73, -2.18)
O (5.37, 2.29, -2.16)
C (3.04, 2.56, -2.33)
C (2.27, 3.06, -1.29)
C (1.15, 3.87, -1.53)
C (0.83, 4.17, -2.85)
C (1.56, 3.67, -3.94)
C (2.67, 2.88, -3.65)
H (4.48, -0.55, -6.56)
H (-0.42, -2.51, -4.53)
H (1.21, -2.88, -5.13)
H (-0.10, -1.49, -6.65)
H (1.28, -0.52, -6.16)
H (-0.61, 0.18, -4.22)
H (-1.72, -0.20, -5.55)
H (-1.06, 3.34, -5.42)
H (-2.23, 2.02, -4.97)
H (-0.77, 2.33, -4.01)
H (-0.71, -3.28, -2.63)
H (-0.76, -2.81, -0.93)
H (-1.80, -1.32, -3.43)
H (-1.74, -0.44, -1.91)
H (3.82, -0.58, 0.47)
H (2.80, 0.95, 0.36)
H (1.81, -1.75, 1.45)
H (0.91, -0.17, 1.31)
H (2.51, 0.87, 2.87)
H (3.54, -1.97, 3.39)
H (4.22, -0.41, 4.05)
H (4.50, -0.87, 2.35)
H (1.78, -0.35, 4.95)
H (1.50, -1.80, 3.97)
H (-0.44, -0.85, 2.85)
H (-0.69, -0.54, 4.56)
H (0.62, 1.86, 3.16)
H (-3.63, 1.31, 3.67)
H (-2.95, 1.35, 2.04)
H (-2.64, -0.05, 3.12)
H (-0.77, 3.65, 4.45)
H (-2.46, 3.69, 3.78)
H (-2.15, 2.87, 5.31)
H (4.92, -0.18, -1.23)
H (4.92, -0.15, -2.97)
H (2.54, 2.85, -0.25)
H (0.56, 4.27, -0.70)
H (-0.03, 4.83, -3.01)
H (1.29, 3.94, -4.96)
H (3.26, 2.50, -4.49)
C (-7.87, 2.17, 1.25)
C (-7.49, 2.17, -0.21)
O (-6.26, 2.87, -0.21)
C (-5.69, 2.65, 1.01)
O (-4.55, 2.86, 1.27)
O (-6.59, 2.14, 1.89)
F (-8.39, 2.85, -0.95)
H (-8.41, 3.07, 1.54)
H (-8.46, 1.30, 1.53)
H (-7.34, 1.17, -0.63)
C (-9.12, -2.30, 4.06)
C (-10.36, -2.44, 3.22)
O (-10.96, -1.16, 3.33)
C (-9.93, -0.28, 3.53)
O (-10.02, 0.90, 3.40)
O (-8.79, -0.93, 3.88)
F (-11.21, -3.36, 3.74)
H (-9.31, -2.50, 5.12)
H (-8.32, -2.95, 3.73)
H (-10.18, -2.67, 2.17)
C (0.82, -4.00, 7.47)
C (1.16, -3.94, 6.01)
O (2.39, -3.24, 6.00)
C (3.00, -3.52, 7.19)
O (4.14, -3.33, 7.42)
O (2.12, -4.06, 8.07)
F (0.24, -3.21, 5.31)
H (0.30, -3.11, 7.82)
H (0.23, -4.88, 7.72)
H (1.29, -4.91, 5.53)
C (6.18, 3.51, -7.56)
C (6.36, 2.13, -8.13)
O (5.28, 1.41, -7.54)
C (4.29, 2.33, -7.32)
O (3.16, 2.05, -7.10)
O (4.76, 3.59, -7.41)
F (7.53, 1.57, -7.72)
H (6.66, 3.62, -6.58)
H (6.56, 4.29, -8.23)
H (6.29, 2.07, -9.21)
C (8.16, -1.07, 4.93)
C (8.54, 0.36, 4.64)
O (8.42, 0.43, 3.23)
C (7.47, -0.48, 2.88)
O (6.92, -0.51, 1.83)
O (7.21, -1.35, 3.90)
F (9.82, 0.61, 4.99)
H (9.01, -1.75, 4.84)
H (7.72, -1.20, 5.92)
H (7.89, 1.10, 5.10)

orbital gap	5.5261	eV
LUMO level	-4.032	eV
charge	+1
electronic energy	-5008.46459	Ha
molar mass	1218.0	g/mol

Mulliken population analysis, charges in e, atoms 1 to 8: atom 1 (C): -0.55, atom 2 (C): -1.70, atom 3 (C): 2.71, atom 4 (C): -0.13, atom 5 (C): -0.93, atom 6 (C): -0.69, atom 7 (C): 0.16, atom 8 (O): -0.41

=====

[3]
Molecular formula: C27H30Cl3N4NiO4SSi2
Method: DFT, ωB97M-V/def2-TZVPD

Geometry (Å):
Ni (0.54, 0.45, 0.10)
C (-0.80, 0.89, -7.48)
C (-1.04, 0.08, -6.24)
C (-2.31, -0.41, -5.95)
C (-2.54, -1.16, -4.81)
C (-1.48, -1.43, -3.96)
C (-0.20, -0.96, -4.22)
C (0.00, -0.20, -5.36)
S (-1.76, -2.45, -2.56)
O (-0.82, -3.54, -2.64)
O (-3.16, -2.76, -2.49)
N (-1.34, -1.53, -1.23)
C (-0.80, -2.24, -0.17)
C (-1.17, -3.56, 0.13)
C (-0.61, -4.17, 1.23)
C (0.27, -3.46, 2.04)
C (0.54, -2.16, 1.70)
N (0.04, -1.55, 0.62)
H (-1.67, 1.50, -7.72)
H (-0.61, 0.24, -8.33)
H (0.06, 1.54, -7.36)
H (-3.13, -0.19, -6.62)
H (-3.53, -1.52, -4.56)
H (0.60, -1.14, -3.52)
H (0.99, 0.20, -5.55)
H (-1.89, -4.06, -0.48)
H (-0.88, -5.20, 1.46)
H (0.72, -3.90, 2.91)
H (1.19, -1.56, 2.32)
Cl (-2.30, 1.13, -2.49)
Si (-1.42, 0.28, -0.81)
Cl (1.92, 0.00, -1.81)
Cl (-3.11, 0.23, 0.51)
O (-0.11, 0.88, 7.17)
C (0.72, 1.96, 6.75)
N (1.15, 1.68, 5.42)
C (2.46, 1.48, 5.11)
O (3.36, 1.65, 5.91)
C (2.75, 1.08, 3.69)
C (4.09, 0.89, 3.33)
C (4.38, 0.53, 2.03)
C (3.35, 0.38, 1.12)
N (2.06, 0.56, 1.46)
C (1.78, 0.90, 2.72)
H (-0.33, 1.00, 8.10)
H (1.61, 2.04, 7.37)
H (0.15, 2.90, 6.78)
H (0.43, 1.41, 4.76)
H (4.86, 1.04, 4.07)
H (5.40, 0.38, 1.70)
H (3.50, 0.11, 0.08)
H (0.72, 1.03, 2.91)
C (2.21, 3.33, -0.55)
Si (0.53, 2.69, 0.05)
C (0.31, 3.54, 1.75)
C (-0.75, 3.65, -0.99)
C (-0.46, 4.15, -2.25)
C (-1.41, 4.84, -3.00)
C (-2.68, 5.05, -2.48)
C (-2.98, 4.57, -1.21)
C (-2.03, 3.88, -0.48)
H (2.20, 4.42, -0.62)
H (2.46, 2.90, -1.51)
H (2.99, 3.05, 0.15)
H (0.22, 4.62, 1.61)
H (1.15, 3.37, 2.41)
H (-0.60, 3.20, 2.27)
H (0.52, 3.98, -2.68)
H (-1.16, 5.20, -3.99)
H (-3.42, 5.59, -3.05)
H (-3.97, 4.72, -0.80)
H (-2.30, 3.48, 0.49)

orbital gap (alpha / beta)	6.2816 / 6.2800	eV
LUMO level (alpha / beta)	2.061 / 2.061	eV
charge	-1
electronic energy	-5433.23260	Ha
molar mass	727.9	g/mol
energy relative to the best compared isomer or geometry (same formula, charge and spin)	0.0	kJ/mol

Mulliken population analysis, charges in e, atoms 1 to 8: atom 1 (Ni): -0.18, atom 2 (C): -1.51, atom 3 (C): 1.14, atom 4 (C): -0.74, atom 5 (C): -0.20, atom 6 (C): -0.58, atom 7 (C): -0.16, atom 8 (C): -1.01

=====

[4]
Molecular formula: C2ClNa3O10
Method: DFT, ωB97M-V/def2-TZVPD

Geometry (Å):
Na (-0.91, -2.08, 3.00)
Na (-0.85, -3.12, -0.26)
Na (2.76, -3.43, -0.40)
Cl (1.32, -0.59, 0.04)
O (1.08, -1.31, -1.14)
O (1.06, 0.89, -0.11)
O (0.50, -1.02, 1.07)
O (2.61, -0.85, 0.55)
C (1.42, 4.23, -2.27)
O (1.07, 4.92, -3.28)
O (1.64, 4.86, -1.20)
O (1.22, 2.99, -2.20)
C (-3.17, -1.41, 1.51)
O (-3.80, -1.88, 2.48)
O (-2.23, -0.61, 1.81)
O (-3.73, -1.58, 0.42)

orbital gap	1.6116	eV
LUMO level	1.617	eV
charge	-2
electronic energy	-1775.33702	Ha
molar mass	288.4	g/mol
energy relative to the best compared isomer or geometry (same formula, charge and spin)	224.6	kJ/mol

Mulliken population analysis, charges in e, atoms 1 to 8: atom 1 (Na): 0.72, atom 2 (Na): 0.52, atom 3 (Na): 0.18, atom 4 (Cl): 1.88, atom 5 (O): -0.78, atom 6 (O): -0.60, atom 7 (O): -0.67, atom 8 (O): -0.75

=====

[5]
Molecular formula: Br5H2NSi2
Method: DFT, ωB97M-V/def2-TZVPD

Geometry (Å):
N (-0.95, -1.23, 1.34)
Si (-0.22, -0.55, -0.09)
Si (-0.18, -1.75, 2.77)
Br (-2.77, -1.57, 1.01)
Br (-0.22, -2.10, -1.73)
Br (-0.43, 0.02, 4.07)
Br (-1.15, -3.50, 3.61)
Br (1.96, -2.09, 2.48)
H (-0.71, 0.73, -0.60)
H (1.07, 0.01, 0.21)

orbital gap	9.4523	eV
LUMO level	-0.610	eV
charge	0
electronic energy	-13505.21483	Ha
molar mass	471.7	g/mol
energy relative to the best compared isomer or geometry (same formula, charge and spin)	0.0	kJ/mol

Mulliken population analysis, charges in e, atoms 1 to 8: atom 1 (N): 0.09, atom 2 (Si): 0.38, atom 3 (Si): 0.55, atom 4 (Br): -0.01, atom 5 (Br): -0.22, atom 6 (Br): -0.21, atom 7 (Br): -0.18, atom 8 (Br): -0.18

=====

[6]
Molecular formula: C2H7N3
Method: DFT, ωB97M-V/def2-TZVPD

Geometry (Å):
H (2.94, -0.72, 3.33)
N (1.98, -0.41, 3.33)
C (1.50, -0.49, 2.15)
N (2.18, -0.05, 1.04)
H (0.51, -0.90, 1.92)
H (2.86, 0.68, 1.11)
H (2.11, -0.63, 0.21)
C (-3.03, 0.79, -2.68)
N (-2.88, -0.40, -2.28)
H (-3.97, 1.28, -2.39)
H (-2.32, 1.41, -3.23)
H (-1.90, -0.57, -2.50)

orbital gap	9.7823	eV
LUMO level	0.719	eV
charge	0
electronic energy	-244.59265	Ha
molar mass	73.1	g/mol
energy relative to the best compared isomer or geometry (same formula, charge and spin)	217.2	kJ/mol

Mulliken population analysis, charges in e, atoms 1 to 8: atom 1 (H): 0.23, atom 2 (N): -0.64, atom 3 (C): 0.13, atom 4 (N): -0.44, atom 5 (H): 0.29, atom 6 (H): 0.23, atom 7 (H): 0.19, atom 8 (C): -0.24